The following is a quantum chemistry calculation of 16 unconnected molecules or ions with the total composition C36H59BN18O2 at a distorted geometry, from the Open Molecules 2025 dataset.

Positions of all 116 atoms, in Å:
C: 0.057 -7.424 -1.437
N: -0.208 -6.196 -0.667
C: 0.467 -6.198 0.638
B: 0.650 -4.788 1.290
C: 1.670 -4.589 2.474
C: 1.020 -4.767 3.858
O: 0.083 -5.836 3.895
C: 2.108 -5.017 4.926
N: 2.327 -6.420 5.231
N: -0.102 -3.612 0.813
C: -1.291 -3.565 1.027
O: -2.433 -3.511 1.231
H: -0.597 -8.226 -1.095
H: 1.076 -7.775 -1.303
H: -0.085 -7.251 -2.492
H: -1.208 -6.198 -0.515
H: -0.045 -6.838 1.372
H: 1.466 -6.611 0.527
H: 2.141 -3.618 2.372
H: 2.439 -5.355 2.365
H: 0.498 -3.838 4.093
H: -0.773 -5.525 3.586
H: 1.851 -4.468 5.826
H: 3.041 -4.613 4.548
H: 2.288 -6.982 4.394
H: 1.637 -6.770 5.877
C: 1.716 -0.305 2.260
C: 2.427 -1.099 3.245
N: 2.989 -1.749 4.005
H: 2.284 -0.232 1.333
H: 0.752 -0.752 2.020
H: 1.543 0.706 2.620
C: 5.454 1.987 2.158
C: 4.081 2.401 2.383
N: 2.993 2.722 2.563
H: 6.030 2.773 1.669
H: 5.947 1.747 3.098
H: 5.498 1.102 1.525
C: -1.343 -8.798 -5.749
C: -0.320 -9.524 -5.017
N: 0.488 -10.103 -4.445
H: -2.072 -8.360 -5.076
H: -0.912 -7.986 -6.333
H: -1.880 -9.451 -6.436
C: 1.160 5.463 2.594
C: 1.777 6.770 2.458
N: 2.272 7.800 2.350
H: 0.613 5.184 1.693
H: 1.905 4.692 2.776
H: 0.455 5.445 3.424
C: -4.996 -7.948 -2.529
C: -3.601 -7.627 -2.779
N: -2.502 -7.376 -2.995
H: -5.529 -8.083 -3.469
H: -5.083 -8.866 -1.951
H: -5.481 -7.147 -1.973
C: 6.801 4.895 -1.543
C: 7.474 4.121 -0.513
N: 8.005 3.494 0.290
H: 7.396 4.916 -2.454
H: 5.831 4.460 -1.780
H: 6.650 5.921 -1.214
C: -2.315 6.972 0.318
C: -1.557 6.011 -0.464
N: -0.968 5.247 -1.086
H: -1.759 7.895 0.460
H: -3.249 7.218 -0.182
H: -2.554 6.570 1.301
C: 5.769 7.311 2.603
C: 6.374 7.881 1.414
N: 6.843 8.327 0.468
H: 4.741 7.651 2.726
H: 5.755 6.223 2.544
H: 6.325 7.587 3.497
C: 0.604 -3.404 -3.360
C: 0.603 -4.569 -4.228
N: 0.598 -5.505 -4.890
H: 1.620 -3.139 -3.075
H: 0.156 -2.547 -3.861
H: 0.039 -3.612 -2.451
C: -4.504 -11.483 -7.392
C: -4.713 -10.076 -7.090
N: -4.872 -8.966 -6.849
H: -5.454 -11.986 -7.558
H: -3.897 -11.598 -8.288
H: -3.994 -11.981 -6.569
C: -0.009 3.758 -4.086
C: 0.135 2.412 -4.617
N: 0.252 1.348 -5.029
H: 0.956 4.169 -3.796
H: -0.450 4.426 -4.824
H: -0.645 3.766 -3.203
C: 3.133 3.805 5.823
C: 1.920 4.592 5.967
N: 0.963 5.215 6.079
H: 3.557 3.554 6.794
H: 2.932 2.878 5.291
H: 3.889 4.353 5.263
C: -4.864 8.135 3.812
C: -4.262 8.698 2.615
N: -3.784 9.145 1.673
H: -5.900 8.456 3.908
H: -4.847 7.047 3.777
H: -4.323 8.456 4.700
C: -4.166 3.364 -2.580
C: -4.491 4.781 -2.580
N: -4.731 5.902 -2.568
H: -5.066 2.763 -2.698
H: -3.489 3.124 -3.397
H: -3.684 3.081 -1.646
C: -6.125 10.134 -0.673
C: -7.519 10.510 -0.506
N: -8.620 10.801 -0.371
H: -5.562 10.929 -1.159
H: -5.656 9.934 0.286
H: -6.033 9.237 -1.285

Values from the calculation:
* gap between HOMO and LUMO: 8.40 eV
* energy above the lowest of the compared OMol25 structures with the same formula, charge and spin: 0.000 eV


The following is a quantum chemistry calculation of 3 unconnected molecules or ions with the total composition C36H59F9IN5O7PS2 at a distorted geometry, from the Open Molecules 2025 dataset.

Positions of all 120 atoms, in Å:
C: 4.233 -0.322 3.109
C: 4.535 -1.623 3.069
C: 4.181 -2.587 4.187
O: 5.051 -3.018 4.828
O: 2.882 -2.942 4.468
C: 2.095 -3.089 3.271
C: 0.941 -4.060 3.613
C: -0.168 -3.960 2.516
C: -1.560 -3.903 3.235
C: -2.573 -4.856 2.522
C: -3.874 -4.908 3.403
C: -4.816 -3.708 3.171
C: -5.683 -3.639 4.467
N: -7.090 -3.658 3.953
S: -8.226 -2.788 4.879
O: -7.847 -2.971 6.227
O: -8.298 -1.404 4.555
C: -9.834 -3.711 4.657
F: -9.733 -4.465 3.551
F: -9.902 -4.549 5.667
C: -11.123 -2.821 4.717
F: -10.926 -1.871 5.629
F: -12.090 -3.577 5.205
C: -11.542 -2.176 3.378
F: -10.631 -1.300 2.939
F: -11.765 -3.082 2.432
C: -12.886 -1.360 3.488
F: -13.089 -0.878 2.257
F: -13.906 -2.128 3.751
F: -12.787 -0.330 4.280
C: -7.011 -3.359 2.612
N: -7.923 -2.793 1.884
C: -7.809 -2.436 0.476
C: -7.502 -0.909 0.335
O: -7.028 -0.293 1.177
I: -8.089 -0.065 -1.570
N: -5.792 -3.727 2.042
P: -5.855 -5.220 1.106
S: -6.955 -6.594 1.894
H: 3.226 0.051 3.313
H: 5.037 0.382 2.884
H: 5.033 -2.055 2.197
H: 1.695 -2.097 3.005
H: 2.671 -3.478 2.417
H: 1.353 -5.075 3.678
H: 0.581 -3.749 4.601
H: -0.036 -3.048 1.918
H: -0.150 -4.837 1.856
H: -1.985 -2.889 3.197
H: -1.458 -4.266 4.265
H: -2.784 -4.452 1.521
H: -2.127 -5.858 2.512
H: -3.510 -4.812 4.437
H: -4.383 -5.884 3.356
H: -4.263 -2.760 3.183
H: -5.594 -4.579 5.026
H: -5.420 -2.858 5.190
H: -8.804 -2.568 2.339
H: -8.804 -2.572 0.030
H: -7.081 -3.015 -0.088
H: -4.523 -5.650 0.904
H: -6.357 -4.933 -0.191
C: 4.846 3.446 -1.476
C: 3.804 3.200 -0.366
C: 2.571 4.077 -0.613
C: 2.803 5.548 -0.284
C: 3.334 5.704 1.139
C: 4.580 4.855 1.412
N: 4.411 3.436 0.978
O: 3.673 2.831 1.864
C: 5.800 5.492 0.710
C: 4.927 4.952 2.903
C: 3.408 1.732 -0.562
H: 5.777 2.917 -1.263
H: 4.477 3.080 -2.436
H: 5.078 4.494 -1.643
H: 1.733 3.713 -0.008
H: 2.256 3.983 -1.656
H: 3.492 5.998 -1.004
H: 1.863 6.097 -0.384
H: 3.554 6.757 1.330
H: 2.537 5.427 1.838
H: 6.653 4.811 0.710
H: 6.110 6.399 1.230
H: 5.604 5.804 -0.313
H: 4.105 4.635 3.545
H: 5.151 5.985 3.171
H: 5.805 4.348 3.142
H: 4.255 1.068 -0.377
H: 3.075 1.567 -1.588
H: 2.585 1.429 0.087
C: 7.948 2.730 -6.589
C: 6.747 1.986 -5.970
C: 6.498 0.681 -6.735
C: 5.859 0.897 -8.103
C: 4.586 1.731 -7.976
C: 4.805 3.053 -7.233
N: 5.544 2.871 -5.948
O: 4.711 2.392 -5.071
C: 5.558 4.040 -8.153
C: 3.445 3.727 -7.012
C: 7.224 1.643 -4.554
H: 8.075 3.714 -6.134
H: 8.870 2.172 -6.419
H: 7.884 2.856 -7.667
H: 5.846 0.027 -6.146
H: 7.441 0.140 -6.856
H: 6.566 1.375 -8.786
H: 5.617 -0.071 -8.549
H: 4.181 1.928 -8.972
H: 3.832 1.133 -7.452
H: 5.910 4.908 -7.593
H: 4.899 4.409 -8.940
H: 6.403 3.597 -8.674
H: 2.750 3.094 -6.461
H: 2.974 3.947 -7.971
H: 3.558 4.669 -6.472
H: 7.395 2.548 -3.967
H: 8.165 1.093 -4.598
H: 6.518 1.012 -4.015

Values from the calculation:
* gap between HOMO and LUMO (spin up / spin down): 5.70 / 6.28 eV
* multiplicity: 3
* expectation value of S²: 2.008
* charge: +1


The following is a quantum chemistry calculation of 11 unconnected molecules or ions with the total composition C36H59N7O4S4 at a distorted geometry, from the Open Molecules 2025 dataset.

Positions of all 110 atoms, in Å:
C: -1.238 -3.124 -2.336
S: 0.376 -3.869 -2.561
O: 1.268 -2.691 -2.935
C: 0.742 -4.316 -0.863
H: -1.848 -3.804 -1.669
H: -1.745 -3.014 -3.295
H: -1.101 -2.133 -1.923
H: 0.138 -5.216 -0.524
H: 0.662 -3.554 -0.090
H: 1.746 -4.696 -0.868
C: -0.750 -4.890 4.315
S: 0.473 -4.011 3.264
O: -0.112 -4.129 1.857
C: -0.112 -2.428 3.828
H: -0.557 -5.898 4.104
H: -1.742 -4.491 4.186
H: -0.414 -4.784 5.371
H: -1.081 -2.393 3.289
H: 0.620 -1.679 3.615
H: -0.118 -2.399 4.962
C: 5.806 -1.348 -3.651
S: 6.053 -0.889 -1.987
O: 5.334 0.425 -1.970
C: 4.888 -1.969 -1.199
H: 6.237 -2.346 -3.927
H: 6.387 -0.584 -4.141
H: 4.719 -1.345 -3.870
H: 5.055 -2.992 -1.427
H: 3.927 -1.745 -1.661
H: 4.968 -1.816 -0.091
C: 0.325 1.998 -2.873
S: -0.111 0.603 -1.658
O: -0.422 1.240 -0.284
C: 1.544 0.092 -1.460
H: 0.466 1.542 -3.805
H: 1.270 2.342 -2.432
H: -0.489 2.724 -2.787
H: 2.126 0.863 -1.008
H: 1.959 -0.190 -2.430
H: 1.764 -0.816 -0.787
N: 4.943 2.932 -0.421
C: 5.753 3.019 0.690
C: 5.208 3.954 1.517
C: 4.040 4.406 0.894
C: 3.866 3.770 -0.276
H: 5.148 2.243 -1.171
H: 6.627 2.453 0.774
H: 5.562 4.359 2.485
H: 3.426 5.218 1.269
H: 3.038 3.888 -0.950
N: -2.858 1.344 0.981
C: -4.067 1.858 0.605
C: -4.848 2.164 1.677
C: -4.113 1.731 2.823
C: -2.928 1.285 2.354
H: -1.924 1.241 0.461
H: -4.101 2.149 -0.442
H: -5.643 2.820 1.808
H: -4.360 1.754 3.879
H: -2.144 0.877 2.889
N: 0.481 1.910 2.599
C: 1.165 1.153 3.500
C: 1.131 1.801 4.724
C: 0.311 2.934 4.526
C: -0.147 2.918 3.247
H: 0.539 1.818 1.614
H: 1.700 0.247 3.237
H: 1.406 1.488 5.732
H: 0.064 3.680 5.286
H: -0.753 3.664 2.821
N: -2.825 -1.507 -6.192
C: -2.055 -0.718 -5.357
C: -2.848 -0.292 -4.316
C: -4.189 -0.690 -4.726
C: -4.149 -1.473 -5.860
H: -2.505 -2.064 -6.949
H: -0.960 -0.735 -5.524
H: -2.578 0.282 -3.454
H: -5.022 -0.410 -4.126
H: -4.865 -1.985 -6.434
N: -4.892 -1.659 2.215
C: -5.754 -2.669 2.382
C: -5.301 -3.785 1.782
C: -4.005 -3.460 1.289
C: -3.787 -2.111 1.577
H: -5.144 -0.691 2.517
H: -6.587 -2.570 3.088
H: -5.618 -4.816 1.951
H: -3.255 -4.137 0.847
H: -2.965 -1.417 1.450
N: -2.740 5.060 -2.838
C: -3.157 4.809 -4.067
C: -3.977 3.752 -4.042
C: -4.161 3.389 -2.662
C: -3.391 4.285 -1.928
H: -1.961 5.632 -2.454
H: -2.859 5.468 -4.863
H: -4.456 3.240 -4.872
H: -4.840 2.613 -2.369
H: -3.319 4.363 -0.804
N: 4.557 0.750 2.677
C: 4.355 0.000 3.812
C: 3.765 -1.150 3.470
C: 3.581 -1.151 2.083
C: 4.031 0.066 1.613
H: 4.903 1.692 2.612
H: 4.815 0.263 4.778
H: 3.592 -2.116 4.010
H: 2.841 -1.844 1.665
H: 4.193 0.432 0.612

Values from the calculation:
* gap between HOMO and LUMO: 7.95 eV
* energy above the lowest of the compared OMol25 structures with the same formula, charge and spin: 1.078 eV


Respective electronic energy values: -69878.176; -123574.906; -100243.718 eV.